(1)
DFT (the ωB97M-V functional and the def2-TZVPD basis) results for a single C4H4BrNOS molecule.

Element x y z (Å)
C 1.178 0.397 0.518
C -1.719 0.554 -0.493
C 0.171 -0.312 1.343
C 0.869 -0.229 -1.794
N 1.253 0.126 -0.695
O -1.151 1.599 -0.288
S -1.266 -0.958 0.278
Br 1.553 -1.808 -2.714
H 1.796 1.263 1.037
H -2.575 0.299 -0.989
H 0.435 -1.257 1.893
H -0.544 0.327 1.905

Forces on atoms 1 to 3 (eV/Å):
1.23 1.95 2.57
2.85 0.26 2.67
-3.04 -1.32 -0.15

Properties
- LUMO level (alpha / beta): -0.117 / -0.117 eV
- Gap between HOMO and LUMO (alpha / beta): 8.235 / 8.233 eV
- Maximum force: 3.9 eV/Å
- Calculated total energy: -88624.4568 eV
- Energy relative to the best compared isomer or geometry (same formula, charge and spin): 307.3 kJ/mol

Löwdin atomic charge list, values in e, 5 entries: number 1, C, carries -0.206; number 2, C, carries -0.594; number 3, C, carries -0.360; number 4, C, carries -0.544; number 5, N, carries -0.115

***

(2)
DFT (the ωB97M-V functional and the def2-TZVPD basis) results for a single C4H4BrNOS molecule.

Element x y z (Å)
C -1.122 0.758 0.865
C 1.727 -1.048 -0.616
C -0.148 -0.291 1.172
C -1.535 0.905 -1.550
N -1.318 1.060 -0.320
O 0.887 -1.836 -0.969
S 1.580 0.013 0.750
Br -0.831 1.917 -2.918
H -1.687 1.222 1.746
H 2.792 -1.058 -0.993
H -0.076 -0.396 2.260
H -0.269 -1.245 0.573

Forces on atoms 1 to 3 (eV/Å):
-0.40 0.42 2.70
0.89 -1.12 0.10
1.15 -1.32 0.59

Properties
- LUMO level (alpha / beta): 0.082 / 0.082 eV
- Gap between HOMO and LUMO (alpha / beta): 8.272 / 8.273 eV
- Maximum force: 4.0 eV/Å
- Calculated total energy: -88624.9074 eV
- Energy relative to the best compared isomer or geometry (same formula, charge and spin): 263.8 kJ/mol

Löwdin atomic charge list, values in e, 5 entries: number 1, C, carries -0.227; number 2, C, carries -0.623; number 3, C, carries -0.448; number 4, C, carries -0.582; number 5, N, carries -0.079

***

(3)
DFT (the ωB97M-V functional and the def2-TZVPD basis) results for a single C4H4BrNS molecule.

Element x y z (Å)
C 0.144 -1.458 -1.250
C -0.097 0.223 0.726
C 1.021 0.535 -2.549
C -0.788 0.753 1.925
N 0.722 -0.459 -1.858
S -0.890 -1.119 0.157
Br 2.531 1.522 -2.076
H 0.260 -2.576 -1.574
H -1.169 -0.087 2.639
H -0.066 1.489 2.315
H -1.667 1.177 1.546

Forces on atoms 1 to 3 (eV/Å):
1.08 -0.06 -1.81
-0.40 -0.58 -0.13
-0.87 -1.03 0.71

Properties
- LUMO level (alpha / beta): -0.560 / -0.559 eV
- Gap between HOMO and LUMO (alpha / beta): 7.789 / 7.790 eV
- Maximum force: 2.5 eV/Å
- Calculated total energy: -86574.9339 eV
- Energy relative to the best compared isomer or geometry (same formula, charge and spin): 394.4 kJ/mol

Löwdin atomic charge list, values in e, 5 entries: number 1, C, carries -0.433; number 2, C, carries -0.424; number 3, C, carries -0.571; number 4, C, carries -0.253; number 5, N, carries -0.183

***

(4)
DFT (the ωB97M-V functional and the def2-TZVPD basis) results for a molecular structure, C4H4CdO4.

Element x y z (Å)
O -1.118 -2.775 -0.112
C -0.586 -1.795 -0.376
Cd 0.264 -0.234 -0.797
C -0.148 0.240 -2.512
C 2.069 -0.463 -0.645
O -0.406 0.538 -3.589
O 3.202 -0.608 -0.550
C -0.416 0.699 1.728
O -0.326 1.261 0.448
H 0.535 0.181 1.965
H -1.250 -0.034 1.785
H -0.566 1.504 2.478
H -1.253 1.485 0.176

Forces on atoms 1 to 3 (eV/Å):
2.19 3.88 -1.14
-6.42 -11.16 3.44
-1.19 3.64 2.78

Properties
- LUMO level: -10.546 eV
- Gap between HOMO and LUMO: 10.386 eV
- Maximum force: 13.4 eV/Å
- Calculated total energy: -16942.3557 eV
- Net charge: +2
- Energy relative to the best compared isomer or geometry (same formula, charge and spin): 329.2 kJ/mol

Löwdin atomic charge list, values in e, 5 entries: number 1, O, carries 0.286; number 2, C, carries -0.116; number 3, Cd, carries 1.325; number 4, C, carries -0.105; number 5, C, carries -0.103